Below is C28H19ClF3MnN7O2 as an isolated structure, with properties calculated with ωB97M-V/def2-TZVPD.

```
61
Properties=species:S:1:pos:R:3:forces:R:3
Mn -1.125142 0.218644 0.051976 0.709 0.115 0.324
C -4.185576 3.051803 0.331830 -0.109 0.071 0.109
C -4.430171 3.238673 1.710076 0.094 -0.089 0.061
C -3.818424 2.425768 2.612964 -0.012 0.023 -0.005
C -2.931590 1.378199 2.191097 0.042 -0.264 -0.102
N -2.680996 1.246662 0.853841 -0.451 0.501 0.132
C -3.312663 2.069217 -0.025393 0.160 -0.189 0.257
N -2.434466 0.589921 3.138995 0.108 0.019 -0.096
C -1.675544 -0.509708 2.940242 -0.093 0.229 -0.092
N -1.147760 -1.044437 1.783067 0.045 0.152 -0.132
C -0.457477 -2.204508 2.114895 -0.040 -0.180 -0.174
N 0.191073 -3.122831 1.412913 -0.004 0.153 -0.205
C 0.554670 -3.193736 0.114699 0.137 0.072 0.151
C 1.295471 -4.300437 -0.305580 -0.034 0.068 0.048
C 2.068276 -4.268385 -1.512752 -0.067 0.093 0.007
C 2.000364 -3.259738 -2.410673 -0.032 -0.023 0.130
C 0.912067 -2.262121 -2.206316 -0.118 -0.076 -0.277
N 0.354317 -2.215856 -0.839455 0.111 0.025 0.090
C -0.544536 -2.385013 3.550855 0.117 0.008 -0.044
C 0.005380 -3.347061 4.401549 -0.085 -0.048 0.104
C -0.218448 -3.227321 5.762158 0.018 0.041 -0.147
C -0.984256 -2.153970 6.278580 0.002 0.028 -0.094
C -1.523409 -1.198655 5.439811 -0.073 -0.064 0.055
C -1.294254 -1.317957 4.062018 -0.014 0.020 0.049
H -4.644957 3.671083 -0.426398 0.017 -0.014 0.031
H -5.095245 4.026481 2.045689 -0.020 -0.001 0.032
H -3.971341 2.517124 3.679910 -0.017 0.023 -0.016
H -3.074129 1.910558 -1.062945 0.099 -0.104 -0.124
H 1.433577 -5.088294 0.420586 0.020 0.002 -0.029
H 2.772193 -5.080148 -1.688504 -0.037 0.032 0.047
H 2.603653 -3.233689 -3.311063 0.019 -0.011 0.101
H 0.065567 -2.471170 -2.882448 -0.029 -0.056 -0.060
H 0.585184 -4.163333 3.982843 -0.022 0.065 0.035
H 0.202307 -3.956926 6.446902 -0.024 0.011 -0.024
H -1.144144 -2.084500 7.350417 0.003 0.000 -0.040
H -2.121425 -0.378134 5.825033 0.082 -0.042 -0.058
N 0.746549 1.148456 1.448813 -0.179 -0.229 0.223
N 0.878442 2.509821 1.211758 -0.458 0.159 -0.190
C 0.311589 2.972327 0.004651 0.200 -0.011 -0.236
O 0.676294 4.082829 -0.400561 -0.321 -0.457 0.129
O -0.498957 2.153124 -0.557213 -0.147 0.265 0.052
H 0.489202 0.974985 2.404224 -0.084 -0.125 0.348
H 1.567179 0.617439 1.200034 0.142 -0.179 -0.102
H 1.753097 2.940573 1.436691 0.316 0.180 0.028
Cl -2.511512 -0.692362 -1.602681 -0.076 0.035 -0.099
F 3.269413 4.291539 -5.329744 0.077 -0.081 -0.279
C 3.111836 3.050265 -5.838409 -0.021 -0.118 0.130
F 4.322687 2.653057 -6.316018 -0.105 0.253 -0.073
F 2.312609 3.180797 -6.934980 0.195 0.143 0.021
C 2.566765 2.094866 -4.848766 -0.199 -0.018 0.235
C 2.730088 0.733034 -5.051235 0.054 -0.185 0.003
C 2.186896 -0.176511 -4.162504 -0.008 -0.119 -0.031
C 1.453048 0.242122 -3.038308 -0.192 0.124 -0.125
C 1.277459 1.629651 -2.866195 0.038 -0.062 0.020
C 1.827631 2.537191 -3.751667 -0.025 -0.032 0.025
C 0.957689 -0.744031 -2.111545 0.487 0.157 0.302
C 0.344475 -0.804581 -0.881203 -0.299 -0.167 -0.144
H 3.304127 0.384838 -5.901296 -0.016 -0.043 -0.012
H 2.337568 -1.237853 -4.327620 -0.006 0.083 -0.001
H 0.681528 1.983930 -2.033522 0.127 -0.067 -0.288
H 1.676152 3.598291 -3.584125 -0.001 -0.097 0.023
```
Positions in Å, forces in eV/Å.

Summary:
2S+1: 6
calculated total energy: -3523.084971 Eh
HOMO (spin up / spin down): 0.0 / -1.1 eV
net charge: -2

Which charges does Mulliken predict for the atoms? In e, they are: Mn -0.062; C -0.995; C -0.087; C -0.857; C 0.603; N 0.327; C 0.016; N -0.560; C -0.645; N -0.203; C -0.477; N -0.516; C 0.466; C -0.926; C -0.130; C -0.976; C -0.047; N 0.405; C 0.345; C -0.128; C -0.582; C -0.530; C -0.284; C 0.662; H 0.365; H 0.366; H 0.408; H 0.218; H 0.338; H 0.354; H 0.207; H 0.297; H 0.494; H 0.366; H 0.362; H 0.483; N -0.112; N -0.526; C 0.652; O -0.799; O -0.520; H 0.285; H 0.318; H 0.252; Cl -0.537; F -0.282; C 1.015; F -0.290; F -0.278; C 0.601; C -1.088; C -0.662; C 0.899; C -0.803; C -1.113; C 1.168; C -1.264; H 0.356; H 0.244; H 0.958; H 0.453

Below is a 2-piece molecular cluster, H6O2Si2 overall at a distorted geometry, with properties calculated with ωB97M-V/def2-TZVPD.

```
10
Properties=species:S:1:pos:R:3:forces:R:3
O -1.948852 -1.044807 -0.527696 1.191 1.771 0.236
O -1.788940 1.440322 -0.106115 -1.312 1.061 -1.782
Si 1.371695 0.204650 -0.474540 0.656 -2.696 -0.101
Si -0.852627 0.148451 0.052215 -1.802 -3.206 3.531
H -2.019604 -1.991858 -0.620369 0.626 -0.101 0.256
H -2.501356 1.408136 -0.819402 1.427 -0.038 1.526
H 1.067304 1.014879 -1.566328 0.499 1.481 -1.646
H 2.493737 0.452491 0.415275 -0.180 0.810 0.521
H 1.878415 -1.157132 -0.994582 -0.749 0.716 0.103
H -0.604870 -0.067693 2.422994 -0.354 0.202 -2.644
```
Positions in Å, forces in eV/Å.

Summary:
2S+1: 1
calculated total energy: -732.992037 Eh
HOMO: -8.1 eV
net charge: 0

Which charges does Mulliken predict for the atoms? In e, they are: O -0.524; O -0.404; Si 0.373; Si 0.281; H 0.314; H 0.350; H -0.102; H -0.075; H -0.083; H -0.131

Below is one molecule with the formula C2H3NO3S at a distorted geometry, with properties calculated with ωB97M-V/def2-TZVPD.

```
10
Properties=species:S:1:pos:R:3:forces:R:3
C 0.039034 0.631849 0.001470 1.113 0.679 -0.557
C -0.931419 -0.579627 -0.027203 0.242 -0.003 0.246
H 1.311635 -1.535307 0.014141 -0.089 -0.157 -0.052
H 2.050624 1.082005 -0.045272 -0.770 -0.181 0.139
H -2.431403 1.080440 0.169381 -0.078 -0.089 -0.135
N 1.363101 0.336776 0.085772 0.133 0.464 -0.066
O 2.023029 -0.873493 -0.033564 -0.146 -0.386 0.081
O -0.285914 1.809798 -0.099041 -0.682 -0.777 0.312
O -0.495557 -1.708846 -0.065342 -0.005 0.049 -0.044
S -2.643132 -0.243599 -0.000341 0.281 0.401 0.075
```
Positions in Å, forces in eV/Å.

Summary:
2S+1: 1
calculated total energy: -756.621140 Eh
HOMO: -9.6 eV
net charge: 0

Which charges does Mulliken predict for the atoms? In e, they are: C 0.325; C 0.747; H 0.411; H 0.252; H 0.181; N -0.083; O -0.400; O -0.627; O -0.630; S -0.174

Below is a 2-piece molecular cluster, C11H18O overall at a distorted geometry, with properties calculated with ωB97M-V/def2-TZVPD.

```
30
Properties=species:S:1:pos:R:3:forces:R:3
C 3.028683 1.604153 0.463488 2.641 0.332 -4.722
C 4.257219 0.692616 0.613808 -1.902 -0.411 -5.071
C 2.592285 1.299644 -1.003588 0.590 0.155 -2.305
H 3.404607 2.688180 0.411201 -0.710 -1.461 0.502
H 2.214345 1.530258 1.052616 -2.275 -0.557 2.587
H 4.951697 1.091596 -0.143340 0.210 -0.020 0.580
H 4.594045 0.809406 1.521178 2.433 -0.092 4.853
H 3.380593 1.812894 -1.650972 -0.953 -0.805 0.507
H 1.653711 1.717067 -1.356621 -0.281 0.483 0.417
H 4.136517 -0.365268 0.231498 -0.341 1.002 1.081
H 2.504141 0.227806 -1.446803 0.541 1.351 1.566
C -1.462883 0.435741 -2.278766 -1.154 -0.213 0.328
C -1.445299 -0.621553 -3.423874 -5.894 5.499 -0.060
C -1.350582 -0.050418 -0.839904 -0.652 -0.350 0.232
C -0.444292 -1.019931 -0.413585 2.432 -1.435 0.172
C -2.216057 0.451037 0.145102 0.112 0.318 0.122
C -0.378552 -1.439367 0.928683 -0.484 0.985 1.388
C -2.198005 0.010468 1.476478 1.377 0.225 -1.012
C -1.169340 -0.816294 1.926768 -0.898 -0.853 -1.804
O -1.157272 -1.113452 3.255550 3.427 -2.604 0.785
H -0.628207 1.112150 -2.370990 0.402 0.325 -0.665
H -2.395682 1.053707 -2.445210 0.964 -0.570 0.616
H -2.351064 -1.203091 -3.563416 0.090 -0.475 0.766
H 0.455953 -1.476986 -1.008851 -2.270 0.962 0.419
H -2.830018 1.327458 -0.126006 -0.136 -0.852 0.132
H 0.259305 -2.221707 1.345914 0.351 0.138 -0.775
H -2.908196 0.327035 2.180606 -0.827 0.735 0.792
H -0.321870 -1.774521 3.468447 -3.211 2.540 -0.911
H -0.616802 -1.084192 -3.425356 5.876 -3.898 -0.265
H -1.523966 0.059237 -4.285947 0.541 -0.454 -0.255
```
Positions in Å, forces in eV/Å.

Summary:
2S+1: 1
calculated total energy: -505.076720 Eh
HOMO: -8.3 eV
net charge: 0

Which charges does Mulliken predict for the atoms? In e, they are: C -0.321; C -1.138; C -1.001; H 0.192; H 0.485; H 0.294; H 0.416; H 0.375; H 0.194; H 0.279; H 0.224; C -0.667; C -1.315; C 0.411; C -0.027; C -0.330; C -0.686; C -0.649; C 0.807; O -0.587; H 0.217; H 0.310; H 0.332; H 0.133; H 0.259; H 0.200; H 0.421; H 0.346; H 0.466; H 0.362

Asked for energy above the lowest of the compared OMol25 structures with the same formula, charge and spin across the records above, the calculation gives 47.62; 369.90; 144.39; 272.89 kJ/mol in order.